No. 1
The ion C8H12N3S2 with charge +1 in a non-equilibrium geometry. Source: the Open Molecules 2025 dataset; level of theory: ωB97M-V with the def2-TZVPD basis set.

```
! RIJCOSX wB97M-V def2-TZVPD def2/J DEFGRID3
* xyz 1 1
C -1.80 -1.62 2.96
C -0.50 -1.40 2.61
C -2.65 -0.65 2.50
C -0.38 -0.35 1.66
C 0.75 1.36 -1.85
C 0.83 0.04 0.98
C 2.25 1.53 -2.15
C -1.16 -0.15 -1.94
N 0.78 1.90 -0.48
N 0.87 1.24 0.48
N 0.26 0.10 -2.04
S -1.93 0.44 1.44
S 2.33 -0.89 0.86
H -2.09 -2.36 3.60
H 0.28 -2.04 2.66
H -3.68 -0.64 2.65
H 0.00 1.92 -2.37
H 2.56 1.08 -3.10
H 2.71 0.96 -1.34
H 2.40 2.59 -2.00
H -1.27 -1.17 -1.98
H -1.55 0.07 -0.90
H -1.84 0.52 -2.50
H 0.83 -0.69 -1.62
H 1.99 -1.79 1.86
*
```

For the HOMO energy, the calculation gives -0.45797 Eh. Its LUMO energy is -5.03 eV. Its energy is -1272.29534 Ha. The HOMO-LUMO gap is 7.4317 eV.

***

No. 2
A structure of composition C10H6AsCl5MnN2S5. Source: the Open Molecules 2025 dataset; level of theory: ωB97M-V with the def2-TZVPD basis set.

```
! RIJCOSX wB97M-V def2-TZVPD def2/J DEFGRID3
* xyz -2 6
Mn 0.76 0.15 -0.16
Cl -1.25 -1.12 2.19
C -0.47 -2.39 1.27
C 0.20 -2.05 0.11
C 0.84 -3.11 -0.52
Cl 1.73 -2.80 -1.99
C 0.83 -4.42 -0.04
Cl 1.68 -5.70 -0.86
C 0.11 -4.71 1.12
Cl 0.04 -6.34 1.72
C -0.55 -3.69 1.78
Cl -1.45 -4.05 3.23
S 0.21 3.96 -3.04
As 0.92 2.80 -1.41
S 1.89 0.91 -2.12
S -0.78 1.94 -0.21
S 2.23 3.87 -0.06
C 4.18 2.43 2.54
N 3.51 1.59 3.53
C 3.56 1.69 4.90
C 2.80 0.70 5.42
N 2.29 0.00 4.34
C 2.74 0.53 3.17
S 2.49 -0.01 1.62
H 4.68 3.24 3.07
H 3.45 2.82 1.82
H 4.89 1.83 1.98
H 4.12 2.46 5.39
H 2.56 0.45 6.44
H 1.68 -0.79 4.35
*
```

For the HOMO energy (alpha / beta), the calculation gives -0.03418 / -0.03451 Eh. Its LUMO energy (alpha / beta) is 3.84 / 3.83 eV. Its energy is -8173.03068 Ha. The HOMO-LUMO gap (alpha / beta) is 4.7658 / 4.7727 eV.

***

No. 3
The ion C5H12NO2 with charge -1 in a non-equilibrium geometry. Source: the Open Molecules 2025 dataset; level of theory: ωB97M-V with the def2-TZVPD basis set.

```
! RIJCOSX wB97M-V def2-TZVPD def2/J DEFGRID3
* xyz -1 1
C 2.27 0.20 0.30
O 2.76 -0.95 -0.38
C 0.84 0.57 -0.06
C -0.14 -0.62 0.10
C -1.58 -0.27 -0.19
C -2.53 -0.51 1.01
O -2.38 0.41 1.97
N 0.80 1.22 -1.37
H 2.90 1.08 0.08
H 2.32 0.00 1.37
H 3.00 -0.66 -1.28
H 0.51 1.28 0.69
H 0.23 -1.45 -0.50
H 0.01 -0.92 1.15
H -1.98 -0.79 -1.08
H -1.75 0.79 -0.42
H -3.55 -0.55 0.54
H -2.32 -1.57 1.35
H 0.33 2.10 -1.29
H 0.27 0.64 -2.01
*
```

For the HOMO energy, the calculation gives -0.08515 Eh. Its LUMO energy is 3.48 eV. As for the SMILES: N[C@H](CO)CCC[O-]. Its energy is -402.91832 Ha. The HOMO-LUMO gap is 5.7956 eV.